The following is a quantum chemistry calculation of a molecular structure, C16H52BInO15, from the OMol25 dataset.

The value obtained for the HOMO-LUMO gap is 2.993 eV. For the energy above the lowest of the compared OMol25 structures with the same formula, charge and spin, the calculation gives 6.6 kcal per mole. As for the highest occupied orbital energy: -0.520 Ha. The value obtained for the LUMO energy is -11.14 eV.

```
! RIJCOSX wB97M-V def2-TZVPD def2/J DEFGRID3
* xyz 2 1
In -26.404 -26.931 -19.644
B -23.286 -26.778 -19.966
H -22.600 -26.318 -20.785
H -23.880 -25.914 -19.484
H -23.980 -27.482 -20.583
H -22.709 -27.383 -19.186
C -20.391 -23.718 -23.191
C -20.949 -25.105 -23.431
O -20.654 -25.988 -22.361
H -20.723 -23.051 -23.990
H -19.304 -23.690 -23.257
H -20.739 -23.273 -22.259
H -20.543 -25.498 -24.370
H -22.035 -25.050 -23.552
H -21.439 -26.492 -22.123
C -21.500 -30.578 -20.593
C -21.085 -29.287 -21.259
O -22.110 -28.650 -22.008
O -22.601 -30.384 -19.723
H -20.618 -31.021 -20.126
H -21.794 -31.263 -21.396
H -20.223 -29.550 -21.872
H -20.697 -28.550 -20.548
H -22.794 -28.214 -21.464
H -22.692 -31.114 -19.103
C -24.759 -26.658 -23.347
C -24.913 -25.602 -24.436
O -24.848 -24.306 -23.810
O -26.018 -27.001 -22.762
H -24.005 -26.385 -22.614
H -24.414 -27.573 -23.840
H -25.880 -25.698 -24.936
H -24.116 -25.708 -25.178
H -25.069 -23.698 -24.530
H -26.425 -27.666 -23.323
C -24.300 -28.564 -17.066
C -25.604 -29.356 -16.935
O -26.517 -29.013 -17.980
O -24.554 -27.198 -17.215
H -23.747 -28.929 -17.942
H -23.698 -28.759 -16.179
H -26.063 -29.049 -15.990
H -25.407 -30.427 -16.922
H -27.211 -29.679 -18.017
H -23.885 -26.689 -16.701
C -19.675 -26.314 -17.628
C -19.986 -25.380 -18.798
O -21.336 -24.890 -18.739
O -20.395 -27.536 -17.676
H -19.853 -25.837 -16.660
H -18.607 -26.544 -17.624
H -19.781 -25.796 -19.787
H -19.379 -24.477 -18.696
H -21.908 -25.592 -19.097
H -21.189 -27.467 -18.213
C -22.732 -23.642 -15.800
C -23.256 -24.774 -14.928
O -22.956 -26.070 -15.475
O -23.258 -23.828 -17.110
H -21.644 -23.694 -15.875
H -23.048 -22.692 -15.367
H -24.310 -24.665 -14.679
H -22.705 -24.711 -13.982
H -22.144 -26.344 -15.042
H -22.530 -24.191 -17.657
C -25.119 -23.642 -20.649
C -25.618 -23.376 -19.231
O -25.477 -24.549 -18.456
O -26.018 -24.537 -21.251
H -24.109 -24.059 -20.631
H -25.093 -22.691 -21.192
H -26.633 -22.983 -19.212
H -24.925 -22.640 -18.812
H -24.664 -24.404 -17.912
H -25.822 -24.540 -22.212
C -27.326 -30.064 -21.170
C -25.857 -30.265 -21.396
O -25.165 -29.394 -20.542
O -27.692 -28.650 -21.194
H -27.656 -30.378 -20.173
H -27.973 -30.609 -21.859
H -25.569 -30.099 -22.438
H -25.640 -31.304 -21.127
H -24.217 -29.617 -20.523
H -28.579 -28.616 -21.567
*
```